Below is the molecule C15H13N3O3, with properties calculated with wB97M-V/def2-TZVPD.

Positions of all 34 atoms, in Å:
C (-5.83407, -0.11613, 0.41936)
C (-4.53679, -0.54158, -0.22529)
O (-4.47149, -1.49870, -0.95995)
C (-3.33624, 0.28073, 0.09204)
C (-3.42011, 1.59788, 0.53612)
C (-2.26293, 2.31731, 0.77618)
C (-1.02257, 1.73227, 0.60305)
C (-0.93136, 0.41038, 0.17189)
N (0.35863, -0.14428, -0.00080)
C (0.63339, -1.47530, 0.24512)
O (-0.19611, -2.30310, 0.53768)
N (1.97512, -1.78390, 0.21348)
C (2.97648, -0.83103, 0.18346)
C (4.29622, -1.11676, 0.51113)
C (5.24360, -0.11107, 0.46359)
C (4.88787, 1.17904, 0.10050)
C (3.57536, 1.47186, -0.22555)
C (2.62290, 0.46814, -0.18263)
N (1.28122, 0.74799, -0.55340)
O (1.19802, 0.67247, -2.00060)
C (-2.08672, -0.30546, -0.10129)
H (-5.68937, 0.08647, 1.47734)
H (-6.57395, -0.90161, 0.28899)
H (-6.19948, 0.78836, -0.06376)
H (-4.37820, 2.07312, 0.67480)
H (-2.32604, 3.34253, 1.10959)
H (-0.11843, 2.28862, 0.79710)
H (2.20619, -2.73474, 0.46470)
H (4.57121, -2.12420, 0.78573)
H (6.26984, -0.33658, 0.71050)
H (5.63584, 1.95548, 0.06494)
H (3.28236, 2.46458, -0.52769)
H (0.60697, 1.38768, -2.26994)
H (-2.04098, -1.32464, -0.44872)

Computed properties:
Electronic energy   -26377.576 eV
HOMO-LUMO gap   9.0 eV
Energy relative to the best compared isomer or geometry (same formula, charge and spin)   10.1 kcal per mole
SMILES   CC(=O)c1cccc(N2C(=O)Nc3ccccc3N2O)c1

Population analysis type natural (NBO), resulting atomic charges in e:
1. C -0.718
2. C 0.578
3. O -0.526
4. C -0.153
5. C -0.187
6. C -0.216
7. C -0.220
8. C 0.219
9. N -0.339
10. C 0.787
11. O -0.613
12. N -0.621
13. C 0.217
14. C -0.257
15. C -0.184
16. C -0.236
17. C -0.171
18. C 0.048
19. N -0.019
20. O -0.588
21. C -0.196
22. H 0.228
23. H 0.240
24. H 0.232
25. H 0.214
26. H 0.216
27. H 0.229
28. H 0.419
29. H 0.213
30. H 0.218
31. H 0.218
32. H 0.226
33. H 0.475
34. H 0.267